1.
54
Properties=species:S:1:pos:R:3:lowdin_charge:R:1 method="wB97M-V/def2-TZVPD" total_charge=+1 homo_ev=-10.491 homo_lumo_gap_ev=5.91
Pt -0.279 0.233 -0.289 1.218
O -1.141 6.545 -5.165 0.141
C -0.453 5.400 -5.037 -0.479
O 0.296 5.033 -5.894 0.148
C -0.667 4.599 -3.784 -0.114
C 0.363 3.759 -3.372 0.011
C 0.202 2.946 -2.270 -0.027
C -1.000 2.949 -1.563 -0.246
C -2.032 3.791 -1.970 -0.002
C -1.862 4.610 -3.072 -0.002
N -1.129 2.074 -0.458 -0.073
C -1.806 2.433 0.578 -0.029
C -1.885 1.508 1.677 -0.229
C -2.597 1.731 2.846 0.022
C -2.592 0.762 3.832 -0.012
C -1.873 -0.405 3.620 0.008
C -1.183 -0.570 2.431 -0.063
N -1.187 0.364 1.484 -0.070
H -1.638 6.770 -4.370 0.107
H 1.288 3.765 -3.932 0.135
H 1.012 2.324 -1.910 0.105
H -2.990 3.766 -1.467 0.120
H -2.698 5.219 -3.394 0.126
H -2.238 3.425 0.641 0.148
H -3.143 2.658 2.959 0.130
H -3.138 0.905 4.754 0.126
H -1.835 -1.182 4.370 0.126
H -0.609 -1.463 2.233 0.099
N 0.965 -5.982 4.658 0.122
C 1.181 -4.960 3.781 -0.312
C 2.116 -3.954 4.076 -0.015
C 2.328 -2.917 3.195 -0.054
C 1.608 -2.864 2.005 -0.327
C 0.680 -3.847 1.693 -0.076
C 0.461 -4.884 2.580 -0.022
S 1.954 -1.516 0.931 0.603
O 1.781 -0.297 1.691 -0.339
O 3.203 -1.723 0.266 -0.262
N 0.676 -1.578 -0.179 -0.228
C 1.065 -1.516 -1.509 -0.506
N 0.599 -0.367 -2.061 -0.043
C 0.796 -0.167 -3.362 -0.080
C 1.496 -1.091 -4.106 -0.013
C 1.976 -2.215 -3.438 -0.065
N 1.747 -2.439 -2.149 0.172
H 1.558 -6.091 5.459 0.102
H 0.394 -6.764 4.396 0.102
H 2.681 -4.002 4.998 0.117
H 3.048 -2.139 3.415 0.125
H 0.141 -3.805 0.755 0.108
H -0.258 -5.658 2.341 0.114
H 0.402 0.743 -3.795 0.116
H 1.655 -0.948 -5.164 0.115
H 2.560 -2.968 -3.953 0.125



2.
54
Properties=species:S:1:pos:R:3:lowdin_charge:R:1 method="wB97M-V/def2-TZVPD" e_above_lowest_kj_mol=22.4 total_charge=+2 homo_ev=-13.515 homo_lumo_gap_ev=6.72
Sc -0.972 -0.160 -0.436 1.193
N 3.037 0.264 1.228 0.158
C 4.107 0.041 0.310 -0.221
C 5.405 -0.021 0.781 0.001
C 6.447 -0.261 -0.105 -0.041
C 6.181 -0.463 -1.449 -0.045
C 4.872 -0.421 -1.914 -0.077
C 3.838 -0.152 -1.034 -0.447
S 2.192 0.011 -1.661 1.030
N 1.251 -0.154 -0.226 -0.347
C 1.749 0.031 0.958 -0.322
C 0.786 -0.043 2.100 -0.161
C 1.169 -0.119 3.424 0.036
C 0.188 -0.187 4.409 0.013
C -1.143 -0.192 4.040 0.006
C -1.451 -0.141 2.691 -0.062
N -0.513 -0.068 1.744 0.025
H 3.300 0.488 2.173 0.144
H 5.606 0.122 1.837 0.126
H 7.463 -0.294 0.260 0.122
H 6.987 -0.653 -2.143 0.122
H 4.662 -0.578 -2.965 0.118
H 2.209 -0.147 3.716 0.126
H 0.472 -0.243 5.451 0.136
H -1.935 -0.244 4.774 0.132
H -2.480 -0.161 2.354 0.127
O -3.054 -0.103 -0.413 -0.107
C -3.842 0.879 -0.547 -0.090
C -3.474 2.230 -0.756 -0.104
C -4.506 3.192 -0.804 0.081
C -4.177 4.500 -0.988 -0.112
C -2.847 4.911 -1.142 0.068
C -1.825 3.991 -1.112 0.043
C -2.111 2.634 -0.923 -0.294
O -1.165 1.744 -0.902 -0.133
N -5.252 5.512 -1.026 -0.351
O -4.914 6.661 -1.195 0.116
O -6.386 5.109 -0.890 0.107
H -4.911 0.654 -0.499 0.157
H -5.546 2.910 -0.693 0.142
H -2.647 5.963 -1.290 0.139
H -0.796 4.295 -1.246 0.135
C 0.579 -5.503 -1.757 0.030
N -0.287 -4.383 -1.379 -0.097
C -1.638 -4.452 -1.132 -0.014
C -2.036 -3.195 -0.817 -0.098
N -0.941 -2.349 -0.882 -0.058
C 0.094 -3.115 -1.223 -0.135
H -0.041 -6.384 -1.894 0.102
H 1.305 -5.695 -0.971 0.104
H 1.085 -5.277 -2.692 0.105
H -2.178 -5.380 -1.200 0.140
H -3.020 -2.834 -0.571 0.112
H 1.106 -2.773 -1.373 0.124



3.
54
Properties=species:S:1:pos:R:3:lowdin_charge:R:1 method="wB97M-V/def2-TZVPD" homo_ev=-6.960 homo_lumo_gap_ev=6.88
Au 2.251 0.563 -0.947 0.836
C -5.523 1.045 -0.831 -0.082
O -5.474 -0.355 -1.064 -0.081
C -4.785 -1.106 -0.164 -0.287
C -4.794 -2.480 -0.373 0.000
C -4.116 -3.313 0.498 -0.038
C -3.381 -2.794 1.556 -0.284
C -3.403 -1.428 1.780 -0.016
C -4.104 -0.579 0.928 -0.005
N -2.763 -3.764 2.451 0.066
N -1.623 -3.592 2.919 0.068
C -0.756 -2.538 2.430 -0.263
C -0.215 -1.709 3.374 -0.045
C 0.556 -0.588 3.035 -0.008
C 0.873 -0.286 1.711 -0.366
O 1.558 0.738 1.359 -0.193
C 0.395 -1.238 0.711 -0.125
N 0.731 -1.003 -0.594 -0.016
C 0.330 -1.829 -1.534 -0.136
C -0.380 -3.006 -1.247 -0.044
C -0.717 -3.273 0.045 -0.002
C -0.389 -2.356 1.072 -0.109
H -6.147 1.464 -1.614 0.091
H -4.527 1.491 -0.885 0.094
H -5.966 1.272 0.141 0.094
H -5.354 -2.876 -1.212 0.120
H -4.138 -4.389 0.358 0.115
H -2.872 -1.009 2.625 0.117
H -4.100 0.483 1.126 0.102
H -0.451 -1.910 4.415 0.116
H 0.935 0.074 3.805 0.110
H 0.595 -1.572 -2.552 0.103
H -0.638 -3.687 -2.048 0.107
H -1.230 -4.192 0.295 0.115
N 0.802 3.039 0.802 0.171
C 1.020 3.614 -0.385 -0.635
O 1.757 3.110 -1.227 -0.069
C 0.411 4.963 -0.718 -0.563
I -1.361 5.526 0.318 0.785
H 1.216 2.128 1.005 0.003
H 0.154 3.451 1.450 0.040
H 0.176 4.974 -1.774 0.045
H 1.141 5.739 -0.505 0.051
I 7.765 -1.427 -2.033 0.906
C 6.474 0.191 -1.920 -0.731
C 6.951 1.490 -1.968 -0.130
C 6.040 2.528 -1.895 -0.043
C 4.695 2.240 -1.765 -0.110
N 4.238 0.981 -1.711 -0.075
C 5.113 -0.033 -1.792 -0.202
H 8.012 1.686 -2.064 0.102
H 6.369 3.559 -1.933 0.113
H 3.941 3.015 -1.700 0.094
H 4.706 -1.034 -1.757 0.092



4.
58
Properties=species:S:1:pos:R:3:lowdin_charge:R:1 method="wB97M-V/def2-TZVPD" e_above_lowest_kj_mol=80.6 total_charge=+3 homo_ev="-17.042 / -17.039" homo_lumo_gap_ev="4.68 / 4.46"
Re 0.175 -1.108 0.229 1.668
C 0.801 2.475 2.277 0.047
C 1.281 1.439 1.526 -0.037
N 0.235 0.685 1.073 -0.128
N -0.908 1.265 1.533 0.060
C -0.594 2.335 2.250 0.046
B -2.290 0.796 0.975 -0.619
N -2.080 0.681 -0.574 0.045
C -2.841 1.193 -1.536 0.034
C -2.280 0.888 -2.777 0.037
C -1.158 0.159 -2.483 -0.156
N -1.026 0.002 -1.133 -0.187
N -2.479 -0.669 1.485 0.083
C -3.404 -1.295 2.181 0.077
C -3.072 -2.675 2.271 0.065
C -1.914 -2.809 1.587 -0.043
N -1.521 -1.580 1.078 -0.140
N -3.378 1.734 1.318 -0.029
C -3.481 3.068 1.015 -0.092
C -4.625 3.539 1.587 -0.009
C -5.182 2.415 2.242 -0.088
N -4.439 1.346 2.083 0.072
H 1.367 3.238 2.783 0.138
H 2.299 1.177 1.295 0.130
H -1.365 2.946 2.693 0.157
H -3.737 1.744 -1.293 0.154
H -2.650 1.166 -3.748 0.136
H -0.431 -0.240 -3.171 0.091
H -4.247 -0.732 2.560 0.135
H -3.637 -3.437 2.781 0.141
H -1.308 -3.683 1.414 0.104
H -2.740 3.574 0.413 0.135
H -5.016 4.540 1.547 0.119
H -6.092 2.359 2.818 0.128
O 2.872 -2.544 2.776 0.271
C 2.431 -2.017 1.828 -0.439
O 1.024 -1.807 1.698 -0.252
C 3.116 -1.466 0.631 -0.207
C 4.485 -1.620 0.480 0.068
C 5.067 -1.074 -0.643 0.084
C 4.286 -0.330 -1.540 -0.115
C 4.858 0.311 -2.670 0.025
C 4.094 1.101 -3.477 -0.005
C 2.729 1.305 -3.176 -0.006
C 2.134 0.682 -2.112 -0.037
C 2.890 -0.174 -1.285 -0.190
N 2.314 -0.821 -0.219 -0.015
H 5.046 -2.156 1.233 0.151
H 6.129 -1.185 -0.824 0.151
H 5.914 0.174 -2.864 0.141
H 4.532 1.597 -4.332 0.135
H 2.151 1.984 -3.790 0.131
H 1.107 0.898 -1.860 0.074
Cl 0.088 -2.438 -1.977 0.711
C 0.999 -4.003 -1.738 -0.786
Cl 1.074 -4.327 -0.029 0.709
H 1.990 -3.870 -2.158 0.062
H 0.410 -4.758 -2.251 0.067



5.
51
Properties=species:S:1:pos:R:3:lowdin_charge:R:1 method="wB97M-V/def2-TZVPD" smiles="C[C@H](Cl)C[C@H]1C[C@](Br)(CC(=O)Br)NC1=O.O=C1c2ccccc2C(=O)c2ccccc21" homo_ev=-9.790 homo_lumo_gap_ev=8.84
C 1.079 -1.285 -0.333 -0.132
C 0.812 -2.491 -1.204 -0.673
Cl -0.939 -2.431 -1.690 0.644
C 1.039 -3.857 -0.550 -0.200
C 2.303 -3.982 0.287 -0.225
C 2.256 -3.382 1.705 -0.142
C 3.219 -4.260 2.525 -0.770
Br 2.352 -4.615 4.318 0.709
C 4.561 -3.670 2.945 -0.212
C 5.491 -3.119 1.883 -0.759
O 6.012 -2.067 1.968 0.068
Br 5.956 -4.239 0.346 0.769
N 3.289 -5.535 1.857 0.054
C 2.475 -5.448 0.682 -0.414
O 1.951 -6.396 0.175 0.147
H 0.879 -0.382 -0.909 0.073
H 2.124 -1.232 -0.038 0.075
H 0.417 -1.254 0.530 0.088
H 1.349 -2.421 -2.144 0.101
H 1.127 -4.586 -1.354 0.121
H 0.158 -4.149 0.017 0.116
H 3.188 -3.594 -0.213 0.121
H 2.503 -2.334 1.818 0.119
H 1.262 -3.588 2.096 0.100
H 5.121 -4.447 3.470 0.126
H 4.416 -2.852 3.642 0.112
H 4.246 -5.786 1.642 0.083
O -5.202 4.679 -2.022 0.107
C -4.142 4.322 -1.555 -0.277
C -3.151 5.317 -1.050 -0.082
C -3.468 6.668 -1.100 -0.003
C -2.576 7.605 -0.609 -0.057
C -1.363 7.197 -0.064 -0.058
C -1.036 5.853 -0.024 -0.003
C -1.926 4.908 -0.520 -0.083
C -1.548 3.467 -0.483 -0.276
O -0.462 3.115 -0.070 0.102
C -2.547 2.472 -0.966 -0.080
C -2.233 1.121 -0.909 -0.002
C -3.151 0.176 -1.328 -0.072
C -4.394 0.579 -1.806 -0.049
C -4.711 1.925 -1.876 -0.001
C -3.788 2.877 -1.460 -0.083
H -4.415 6.975 -1.522 0.120
H -2.825 8.657 -0.646 0.107
H -0.672 7.931 0.328 0.107
H -0.094 5.526 0.393 0.120
H -1.266 0.817 -0.533 0.101
H -2.886 -0.872 -1.275 0.035
H -5.115 -0.161 -2.126 0.108
H -5.673 2.247 -2.250 0.120



6.
54
Properties=species:S:1:pos:R:3:lowdin_charge:R:1 method="wB97M-V/def2-TZVPD" e_above_lowest_kj_mol=0.0 total_charge=-1 homo_ev=-3.078 homo_lumo_gap_ev=4.74
C 2.642 -4.447 -1.000 -0.094
C 1.509 -3.906 -0.177 -0.268
O 0.508 -3.485 -1.104 -0.048
C -0.624 -3.112 -0.436 -0.528
C -1.566 -2.603 -1.386 -0.050
C -2.935 -2.629 -1.169 -0.251
C -3.522 -2.707 0.131 -0.030
C -4.883 -2.566 0.278 -0.064
C -5.712 -2.428 -0.849 -0.295
C -7.114 -2.209 -0.652 -0.240
N -8.256 -2.020 -0.467 0.080
C -5.160 -2.475 -2.145 -0.076
C -3.797 -2.572 -2.310 -0.064
O -0.740 -3.259 0.784 0.005
H 3.537 -4.493 -0.383 0.062
H 2.416 -5.462 -1.338 0.073
H 2.835 -3.834 -1.883 0.074
H 1.115 -4.680 0.493 0.121
H 1.809 -3.033 0.419 0.110
H -1.186 -2.491 -2.393 0.087
H -2.864 -2.870 0.979 0.091
H -5.327 -2.567 1.273 0.107
H -5.819 -2.439 -3.014 0.104
H -3.340 -2.647 -3.298 0.099
C -2.579 4.933 -0.774 -0.070
C -1.461 5.716 -0.459 -0.071
C -0.548 5.258 0.491 -0.055
C -0.736 3.999 1.058 -0.287
S 0.372 3.416 2.325 0.703
N 1.478 2.373 1.309 -0.164
F 0.729 1.134 0.945 -0.096
S 2.907 1.900 2.335 0.699
C 3.939 1.159 1.087 -0.285
C 3.768 -0.194 0.829 -0.050
C 4.589 -0.814 -0.111 -0.050
C 5.598 -0.071 -0.739 -0.068
C 5.785 1.284 -0.439 -0.071
C 4.969 1.897 0.510 -0.054
O 3.534 3.142 2.680 -0.283
O 2.569 0.888 3.301 -0.260
O 1.149 4.564 2.701 -0.284
O -0.362 2.616 3.267 -0.258
C -1.857 3.232 0.778 -0.051
C -2.775 3.688 -0.164 -0.053
H -3.307 5.289 -1.502 0.105
H -1.304 6.683 -0.944 0.107
H 0.295 5.863 0.804 0.111
H 3.002 -0.736 1.376 0.115
H 4.430 -1.874 -0.327 0.103
H 6.235 -0.560 -1.474 0.104
H 6.567 1.861 -0.936 0.106
H 5.118 2.926 0.813 0.112
H -1.992 2.297 1.308 0.121
H -3.641 3.064 -0.400 0.117



7.
48
Properties=species:S:1:pos:R:3:lowdin_charge:R:1 method="wB97M-V/def2-TZVPD" e_above_lowest_kj_mol=209.0 smiles=NCCc1ccc(-c2nc3ccc(C4(c5ccccc5)CC4)nc3s2)c(F)c1 homo_ev=-8.115 homo_lumo_gap_ev=7.77
N 4.875 -6.115 -1.575 0.020
C 4.204 -6.512 -2.840 -0.288
C 3.995 -5.381 -3.823 -0.159
C 2.984 -4.331 -3.155 -0.163
C 3.555 -3.204 -2.517 -0.090
C 2.902 -2.311 -1.698 -0.067
C 1.469 -2.279 -1.691 -0.125
C 0.763 -1.206 -0.929 -0.420
N -0.513 -1.267 -0.458 0.104
C -0.859 -0.118 0.165 -0.338
C -2.078 0.035 0.810 0.004
C -2.285 1.254 1.407 -0.014
C -1.286 2.270 1.494 -0.182
C -1.399 3.575 2.298 -0.267
C -2.884 4.194 2.336 -0.164
C -3.488 4.484 3.481 -0.045
C -4.738 5.158 3.374 -0.063
C -5.408 5.317 2.172 -0.083
C -4.778 4.906 0.974 -0.087
C -3.531 4.393 1.060 -0.045
C -0.226 4.652 2.340 -0.060
C -0.432 3.684 3.450 -0.119
N -0.057 2.048 0.919 0.109
C 0.161 0.876 0.249 -0.515
S 1.613 0.371 -0.564 1.064
C 0.782 -3.357 -2.430 -0.231
F -0.499 -3.544 -2.415 0.109
C 1.532 -4.370 -3.146 0.052
H 4.223 -5.616 -0.979 0.067
H 5.698 -5.647 -1.770 0.029
H 3.164 -6.772 -2.658 0.101
H 4.700 -7.358 -3.401 0.122
H 4.914 -4.970 -4.223 0.102
H 3.472 -5.876 -4.672 0.112
H 4.570 -2.883 -2.548 0.099
H 3.538 -1.632 -1.070 0.114
H -2.857 -0.712 0.730 0.122
H -3.254 1.422 1.864 0.112
H -2.986 4.383 4.400 0.096
H -5.201 5.426 4.300 0.092
H -6.293 5.856 2.222 0.075
H -5.326 5.051 -0.011 0.128
H -3.032 4.029 0.176 0.114
H 0.646 4.523 1.686 0.098
H -0.727 5.651 2.509 0.123
H -0.806 4.053 4.394 0.092
H 0.378 2.934 3.459 0.118
H 0.808 -5.087 -3.696 0.146



8.
53
Properties=species:S:1:pos:R:3:lowdin_charge:R:1 method="wB97M-V/def2-TZVPD" e_above_lowest_kj_mol=0.0 homo_ev=-8.473 homo_lumo_gap_ev=8.40
Ba 1.007 -1.312 -1.289 1.839
O 3.864 1.500 -2.773 0.028
C 3.570 0.327 -2.583 -0.701
O 2.649 -0.376 -3.106 -0.283
C 4.336 -0.418 -1.466 -0.191
C 5.709 -0.380 -1.261 0.003
C 6.227 -1.048 -0.160 -0.045
C 5.385 -1.700 0.736 0.003
C 4.023 -1.681 0.477 -0.194
N 3.562 -1.063 -0.601 -0.024
C 2.950 -2.299 1.394 -0.652
O 3.301 -2.792 2.453 0.038
O 1.758 -2.198 0.931 -0.331
H 6.345 0.166 -1.945 0.118
H 7.296 -1.050 0.015 0.106
H 5.758 -2.205 1.615 0.116
Te -0.003 1.945 -1.848 1.353
C -1.960 1.892 -1.038 -0.539
C -2.179 1.442 0.261 -0.151
C -3.464 1.395 0.780 -0.092
C -4.544 1.776 -0.004 -0.089
C -4.333 2.216 -1.302 -0.086
C -3.044 2.283 -1.816 -0.146
C 0.868 3.065 -0.296 -0.529
C 0.931 4.449 -0.372 -0.132
C 1.519 5.171 0.658 -0.080
C 2.049 4.517 1.759 -0.078
C 1.998 3.132 1.832 -0.073
C 1.412 2.407 0.806 -0.143
H -1.342 1.148 0.885 0.095
H -3.620 1.062 1.799 0.105
H -5.548 1.739 0.399 0.102
H -5.170 2.525 -1.915 0.105
H -2.886 2.650 -2.822 0.092
H 0.529 4.970 -1.231 0.096
H 1.566 6.250 0.591 0.105
H 2.511 5.086 2.555 0.105
H 2.424 2.609 2.679 0.110
H 1.401 1.325 0.870 0.080
O -1.201 -2.732 -1.342 -0.766
S -2.415 -2.416 -0.509 0.928
C -3.736 -3.556 -0.984 -0.306
C -4.550 -3.813 0.295 -0.212
C -3.692 -3.429 1.526 -0.226
C -2.248 -3.286 1.060 -0.309
H -3.222 -4.451 -1.337 0.101
H -4.308 -3.128 -1.803 0.092
H -4.829 -4.865 0.327 0.111
H -5.475 -3.239 0.285 0.108
H -3.771 -4.165 2.323 0.115
H -4.035 -2.478 1.936 0.108
H -1.774 -4.241 0.827 0.113
H -1.598 -2.724 1.729 0.102